[1]
Here is a structure of composition C12H26BrCl6GaI in a non-equilibrium geometry from the OMol25 dataset. Energies are from the ωB97M-V functional and the def2-TZVPD basis.

Properties
**HOMO-LUMO gap**: 6.744 eV
**Total energy**: -218518.222 eV
**Lowest unoccupied orbital energy**: 1.980 eV

```
! RIJCOSX wB97M-V def2-TZVPD def2/J DEFGRID3
* xyz -1 1
C 2.4968 3.3185 1.6662
C 1.1214 2.4650 1.3629
C 0.3592 2.8762 -0.0295
I -1.4264 1.5412 -0.1399
Ga 1.4305 2.5181 -1.7600
C 3.4606 2.8837 -1.6304
C 4.3799 1.4876 -1.5868
C 4.1185 0.5635 -2.9199
Br 4.7699 -1.3102 -2.5279
H 3.4064 2.5593 1.5645
H 2.4702 3.7252 2.7751
H 2.6057 4.2517 0.9369
H 1.2583 1.2920 1.4408
H 0.3683 2.7452 2.2460
H -0.0964 3.9692 -0.0286
H 1.0507 1.0507 -2.3065
H 0.8552 3.5645 -2.8697
H 3.7860 3.6306 -0.7876
H 3.7716 3.4053 -2.6584
H 5.5230 1.8219 -1.6393
H 4.2648 0.8945 -0.5849
H 4.6954 0.9479 -3.8844
H 2.9899 0.4566 -3.2116
Cl -5.0992 1.6287 -3.6491
C -4.0903 0.2008 -3.9895
C -2.6204 0.4536 -3.6957
Cl -1.8936 1.6046 -4.8448
H -4.2496 -0.0866 -5.0334
H -4.4626 -0.6082 -3.3537
H -2.0572 -0.4803 -3.7853
H -2.4723 0.8443 -2.6842
Cl -1.3894 -0.8871 3.0666
C -0.3805 -2.3150 2.7262
C 1.0895 -2.0622 3.0201
Cl 1.8163 -0.9112 1.8709
H -0.5398 -2.6024 1.6823
H -0.7528 -3.1240 3.3620
H 1.6526 -2.9961 2.9304
H 1.2375 -1.6715 4.0315
Cl -3.2677 -4.4687 1.2276
C -4.4230 -5.0322 2.4608
C -4.1824 -4.3803 3.8128
Cl -2.6635 -4.9307 4.5635
H -4.3517 -6.1226 2.5200
H -5.4230 -4.7762 2.0974
H -4.9897 -4.6453 4.5023
H -4.1466 -3.2893 3.7343
*
```

[2]
Here is a structure of composition C12H26BrClHfNO5P2 in a non-equilibrium geometry from the OMol25 dataset. Energies are from the ωB97M-V functional and the def2-TZVPD basis.

Properties
**HOMO-LUMO gap**: 1.931 eV
**Total energy**: -126993.251 eV
**Lowest unoccupied orbital energy**: -13.920 eV

```
! RIJCOSX wB97M-V def2-TZVPD def2/J DEFGRID3
* xyz 3 1
C -1.3399 -0.5255 5.6008
C -1.0445 -1.6473 4.4429
O -0.0374 -1.0430 3.5095
C 0.1234 -1.9000 2.3098
C -0.9826 -1.5165 1.1155
O -0.6458 -0.3727 0.3015
P 0.6342 -0.6249 -0.8601
C 1.8887 0.2429 0.3527
C 1.1735 1.2005 1.4689
N 1.7934 1.2886 2.7216
C 0.2012 1.1325 -1.5121
O -1.0980 1.5662 -0.8979
C -1.3957 2.9360 -1.4320
C -0.5849 4.2973 -0.9313
O -2.3382 3.1126 -2.3862
C -0.4732 -1.5345 -2.1118
Br -0.0839 -3.5298 -1.8328
C -0.1631 -1.3665 -3.6874
C -1.5861 -1.7218 -4.4935
P 2.3472 -0.8447 -2.2264
O 3.7470 -1.3884 -1.3181
Cl 2.9271 1.0367 -3.0650
H -0.3756 0.1537 5.6764
H -2.2613 0.1197 5.2407
H -1.5439 -0.9712 6.6673
H -0.6473 -2.6279 4.9609
H -2.0062 -1.9465 3.8293
H -0.1894 -2.9965 2.6635
H 1.2212 -1.9718 1.9115
H -1.3181 -2.4929 0.5696
H -1.9451 -1.1899 1.7492
H 1.0206 -1.9037 -0.3054
H 2.6624 0.9353 -0.2344
H 2.5730 -0.5574 0.9151
H 0.2226 1.8667 1.3290
H 1.2288 1.9390 3.3469
H 0.9999 1.9628 -1.1987
H 0.0610 1.2346 -2.6565
H -1.2760 5.2647 -0.9810
H 0.3551 4.5430 -1.6025
H -0.2744 4.1609 0.1908
H -1.5901 -1.3925 -1.7879
H 0.5994 -2.1977 -4.0796
H 0.2118 -0.3534 -4.0906
H -1.4391 -1.8221 -5.6511
H -1.8704 -2.8157 -4.1096
H -2.4731 -1.0309 -4.1658
H 4.5194 -1.2990 -1.9568
Hf 0.4726 6.5909 -1.2986
*
```

[3]
Here is a structure of composition C12H26Cl11FN2O2S in a non-equilibrium geometry from the OMol25 dataset. Energies are from the ωB97M-V functional and the def2-TZVPD basis.

Properties
**HOMO-LUMO gap**: 9.766 eV
**Energy above the lowest of the compared OMol25 structures with the same formula, charge and spin**: 0.0 kJ/mol
**Total energy**: -171239.669 eV
**Lowest unoccupied orbital energy**: 0.361 eV

```
! RIJCOSX wB97M-V def2-TZVPD def2/J DEFGRID3
* xyz 0 1
N 0.6122 -1.7042 -1.8111
C 0.4191 -0.2572 -1.9473
C -1.0075 0.1959 -1.7349
N -2.0207 -0.2533 -2.7311
Cl -1.4157 -0.7290 -4.2527
S -3.1246 -1.3375 -2.1388
O -2.5628 -2.4256 -1.4479
O -4.0443 -1.6282 -3.1453
F -3.8481 -0.4440 -1.1011
H 1.6055 -1.8639 -1.9576
H 0.1548 -2.2092 -2.5650
H 0.9806 0.2025 -1.1256
H 0.8625 0.1624 -2.8581
H -0.9852 1.2881 -1.7774
H -1.3127 -0.0642 -0.7213
Cl 0.7282 0.6126 1.1965
C 1.3537 -0.7674 2.1367
C 2.8405 -0.9533 1.9613
Cl 3.2864 -1.4883 0.3225
H 0.7957 -1.6521 1.8389
H 1.1378 -0.5615 3.1840
H 3.1950 -1.7191 2.6491
H 3.3799 -0.0313 2.1649
Cl -6.5051 -0.8974 3.7938
C -5.5290 -1.4222 2.3950
C -4.0559 -1.4952 2.7085
Cl -3.3501 0.1219 2.9874
H -5.7251 -0.7323 1.5779
H -5.8903 -2.4083 2.1065
H -3.5249 -1.9317 1.8625
H -3.8505 -2.1043 3.5909
Cl 0.0065 3.2625 -1.2743
C 1.7884 3.1912 -1.3589
C 2.3305 3.9377 -2.5488
Cl 1.9170 3.1380 -4.0848
H 2.0828 2.1445 -1.3798
H 2.1663 3.6344 -0.4390
H 3.4185 3.9758 -2.4954
H 1.9532 4.9566 -2.5883
Cl 4.3866 4.7438 -5.7193
C 6.0038 4.0524 -5.9864
C 6.1538 2.7095 -5.3177
Cl 6.1551 2.8405 -3.5385
H 6.7414 4.7639 -5.6231
H 6.1331 3.9443 -7.0622
H 7.1035 2.2600 -5.6033
H 5.3524 2.0325 -5.6027
Cl -1.7168 -4.7662 6.6729
C -2.5532 -3.2525 7.1021
C -4.0494 -3.3668 6.9605
Cl -4.5546 -3.5223 5.2586
H -2.1552 -2.4587 6.4745
H -2.3001 -3.0320 8.1379
H -4.5247 -2.4676 7.3499
H -4.4380 -4.2238 7.5048
*
```

[4]
Here is the ion C12H26Cl2O4PS with charge -1 in a non-equilibrium geometry from the OMol25 dataset. Energies are from the ωB97M-V functional and the def2-TZVPD basis.

Properties
**HOMO-LUMO gap**: 7.363 eV
**Total energy**: -66222.954 eV
**Lowest unoccupied orbital energy**: 2.891 eV

```
! RIJCOSX wB97M-V def2-TZVPD def2/J DEFGRID3
* xyz -1 1
C -3.3806 -3.3391 0.8845
C -3.5058 -1.8257 0.6942
O -3.5309 -1.4864 -0.6884
C -2.3277 -1.0633 1.4072
O -1.7607 -0.1314 0.5735
P 0.0134 0.0745 0.5543
S 0.0007 0.3986 2.8250
C -0.2581 1.9521 0.3318
C -0.2739 2.5924 -1.0602
C 1.0510 2.7330 -1.7772
O 1.9903 3.3310 -0.8777
C -0.1024 -0.3493 -1.3308
C -0.3389 -1.8398 -1.4606
C 0.7312 -2.6506 -2.0461
O -0.4565 -2.3379 -2.7719
C 1.9753 0.2343 0.4383
Cl 2.6473 -1.4582 0.4354
C 2.7471 1.0806 1.4988
C 4.0293 1.6728 0.8387
Cl 3.3610 0.1475 2.9194
H -3.8406 -3.6259 1.8296
H -2.3417 -3.6613 0.8622
H -3.9046 -3.8667 0.0849
H -4.4549 -1.5314 1.1576
H -4.2984 -1.9297 -1.0541
H -2.7777 -0.6098 2.2991
H -1.6368 -1.8349 1.7653
H 0.1870 -1.3174 0.8169
H -0.8944 1.3765 3.0121
H 0.4151 2.5458 0.9486
H -1.2415 2.1364 0.7577
H -0.5786 3.6346 -0.8935
H -1.0489 2.2118 -1.7206
H 0.9099 3.4272 -2.6133
H 1.4192 1.7980 -2.2017
H 2.6681 3.7574 -1.3998
H 0.8135 -0.1997 -1.8989
H -1.0076 0.0320 -1.7996
H -0.9334 -2.3042 -0.6826
H 1.5899 -2.0717 -2.3493
H 0.7858 -3.6888 -1.7507
H 2.2993 0.5962 -0.5297
H 2.1786 1.9282 1.8512
H 4.3668 1.0712 -0.0012
H 3.8702 2.7114 0.5626
H 4.8442 1.6797 1.5590
*
```